(1)
41
Properties=species:S:1:pos:R:3:mulliken_charge:R:1 method="wB97M-V/def2-TZVPD" e_above_lowest_kcal_mol=25.7 e_tot_ev=-21956.5935 total_charge=0 homo_lumo_gap_ha=0.3653 lumo_ev=0.812 e_homo_ev=-9.128 smiles="CC[C@H](C)[C@H](N)C(=O)N[C@H](C(=O)O)[C@@H](C)CC" max_force_ev_per_a=2.82
O -1.075 -0.522 -1.147 -0.66
O 2.437 -1.429 -0.377 -0.58
O 2.341 -0.314 -2.316 -0.45
N 0.272 0.215 0.496 -0.14
N -1.302 -0.755 2.469 -0.50
C 3.407 1.171 1.004 -1.58
C -3.793 0.315 0.729 -1.43
C 2.212 1.750 0.232 0.46
C -0.797 -0.443 0.015 0.11
C 2.014 -0.469 -0.991 0.07
C -1.619 -1.119 1.077 -0.13
C -3.110 -1.067 0.768 0.48
C 1.288 0.715 -0.415 0.27
C -2.944 -3.403 -0.457 -1.22
C -3.515 -1.962 -0.438 -0.50
C 3.627 2.545 -1.841 -1.14
C 2.663 2.850 -0.727 -0.99
H -3.194 -1.450 -1.357 0.21
H -3.611 -1.584 1.593 0.31
H 1.646 2.393 0.905 0.31
H 3.085 0.239 1.568 0.32
H -1.229 -1.544 3.086 0.23
H -4.629 -2.012 -0.535 0.43
H -4.807 0.230 1.154 0.38
H 4.176 0.893 0.370 0.40
H 3.855 3.474 -2.418 0.37
H -1.647 0.062 2.912 0.17
H -3.271 1.030 1.426 0.30
H 0.512 0.031 1.457 0.46
H 4.605 2.085 -1.544 0.27
H 2.991 3.725 -0.159 0.46
H -3.742 0.655 -0.316 0.30
H -3.257 -4.012 -1.277 0.41
H 3.865 1.920 1.660 0.44
H 3.026 -1.005 -2.538 0.36
H -1.808 -3.321 -0.553 0.22
H -1.318 -2.168 0.922 0.29
H 0.734 1.206 -1.224 0.37
H -3.107 -3.933 0.522 0.28
H 1.761 3.224 -1.195 0.37
H 3.256 1.783 -2.539 0.28

***

(2)
62
Properties=species:S:1:pos:R:3:mulliken_charge:R:1 method="wB97M-V/def2-TZVPD" e_above_lowest_kcal_mol=91.8 e_tot_ev=-164613.2289 total_charge=-2 homo_lumo_gap_ha=0.2879 lumo_ev=4.141 e_homo_ev=-3.694 max_force_ev_per_a=6.29
Zr 0.066 0.322 0.012 0.79
S -0.837 -2.596 -2.011 0.95
S -3.452 0.360 -0.534 0.94
S -1.812 -1.924 1.964 1.69
S -1.435 2.282 2.610 1.14
S 2.476 1.092 1.653 0.86
S 0.612 2.322 -2.265 1.28
F -2.512 4.249 1.073 -0.19
F 1.947 3.445 2.812 -0.09
F -1.872 -1.567 -4.214 -0.17
F -0.243 -1.792 4.080 -0.18
F -0.339 4.583 1.640 -0.23
F -1.922 4.950 3.006 -0.23
F -4.047 1.551 -2.811 -0.21
F -1.262 -3.693 -4.424 -0.22
F 2.934 2.032 4.163 -0.23
F 4.049 3.060 2.639 -0.24
F -1.378 3.223 -3.707 -0.23
F 0.391 2.786 -4.860 -0.21
F -1.596 -3.423 4.219 -0.22
F 0.362 -2.161 -4.388 -0.25
F -3.084 2.881 -1.378 -0.16
F -5.170 2.318 -1.005 -0.24
F -0.767 1.131 -4.134 -0.14
F 0.151 -3.525 2.809 -0.20
O -3.905 -0.881 -1.208 -0.71
O -2.579 -2.851 1.139 -0.70
O -0.444 -1.320 -1.345 -0.70
O -0.819 -1.121 1.205 -0.67
O 1.735 -1.139 -0.133 2.59
O 3.645 0.229 1.596 -0.62
O -3.970 0.486 0.871 -0.64
O -2.147 -3.025 -1.589 -0.60
O 1.942 1.628 0.411 -0.68
O -0.270 2.269 -1.086 -0.67
O 0.135 -3.621 -1.607 -0.74
O -1.991 0.386 -0.518 -0.60
O 0.950 0.922 -1.968 -0.82
O -0.936 1.604 1.393 -0.39
O -2.800 1.801 2.916 -0.62
O -0.512 2.093 3.709 -0.70
O 1.212 0.419 1.975 -0.49
O 1.720 3.301 -2.257 -0.66
O -2.710 -0.927 2.607 -0.64
C 1.784 -2.346 0.691 -0.81
C -0.343 2.356 -3.895 0.65
C -1.598 4.150 2.017 0.64
C -0.778 -2.767 3.402 0.71
C 2.901 -3.260 0.039 -0.92
C 2.836 2.525 2.901 0.63
C -0.918 -2.462 -3.907 0.54
C -3.984 1.915 -1.565 0.65
C 3.864 -2.205 -0.412 -0.62
C 2.889 -1.163 -0.994 -0.88
H 3.374 -3.937 0.751 0.39
H 2.076 -2.148 1.722 0.41
H 2.672 -1.488 -2.012 0.49
H 0.834 -2.876 0.763 0.06
H 4.534 -2.539 -1.205 0.42
H 2.487 -3.887 -0.751 0.34
H 4.437 -1.817 0.430 0.22
H 3.417 -0.210 -1.034 0.18

***

(3)
22
Properties=species:S:1:pos:R:3:mulliken_charge:R:1 method="wB97M-V/def2-TZVPD" e_above_lowest_kcal_mol=248.9 e_tot_ev=-9402.8707 total_charge=+1 homo_lumo_gap_ha=0.1939 lumo_ev=-7.420 e_homo_ev=-12.697 max_force_ev_per_a=5.79
O 2.984 1.214 1.324 -0.62
N 1.495 -1.519 -0.072 -0.60
N -1.283 1.057 0.461 -0.46
C -0.187 0.127 0.879 -0.48
C 0.578 -0.145 -1.656 -0.31
C 0.254 -0.823 -0.299 0.00
C -2.893 0.152 0.274 -0.74
H 1.439 -2.329 0.578 0.33
H -0.459 -0.634 1.650 0.35
H 1.491 0.491 -1.618 0.40
H 0.735 -0.933 -2.458 0.47
H -0.546 -1.517 -0.207 0.51
H -0.447 0.288 -1.877 -0.54
H 3.757 1.488 1.819 0.30
H -1.049 0.758 -2.424 0.63
H 2.225 -0.916 0.273 0.22
H 0.720 0.604 1.328 0.32
H -3.468 1.036 0.695 0.36
H -1.919 0.500 -0.433 -0.04
H 2.525 2.043 1.110 0.32
H -3.219 -0.448 -0.550 0.29
H -2.732 -0.492 1.203 0.29

***

(4)
40
Properties=species:S:1:pos:R:3:mulliken_charge:R:1 method="wB97M-V/def2-TZVPD" e_above_lowest_kcal_mol=23.5 e_tot_ev=-29100.9071 total_charge=-1 homo_lumo_gap_ha=0.3447 lumo_ev=2.199 e_homo_ev=-7.180 max_force_ev_per_a=2.03
O 1.133 3.245 -2.173 -0.63
O -3.124 -2.316 -1.076 -0.73
O -1.667 -1.340 2.698 -0.63
O -3.346 1.836 1.192 -0.71
O 2.475 0.451 4.559 -0.61
O -2.322 1.337 -2.064 -0.73
O -0.892 -3.543 -0.812 -0.72
O 1.007 4.198 0.370 -0.67
O 1.862 -1.321 -3.109 -0.66
O 0.413 -0.897 -0.684 -0.66
O 1.955 -4.012 -1.457 -0.66
O -1.562 -0.219 -0.008 -0.61
O 2.899 -0.765 1.221 -0.63
C 0.326 0.915 0.847 -0.69
C -0.305 -0.102 -0.072 0.38
H -2.660 -1.560 -0.715 0.44
H 3.625 -0.431 0.694 0.29
H 1.946 4.227 0.553 0.32
H 2.348 -3.262 -1.905 0.31
H 1.327 -1.085 -2.352 0.43
H 0.693 0.482 1.777 0.14
H -0.599 -2.632 -0.855 0.36
H -0.934 -1.128 3.277 0.28
H -0.416 1.704 0.974 0.15
H 1.637 0.007 4.426 0.30
H -2.040 0.892 -1.265 0.41
H -1.616 1.178 -2.690 0.31
H -1.294 -1.302 1.817 0.36
H -2.718 1.285 0.725 0.33
H 0.634 3.713 1.106 0.31
H -4.055 1.241 1.435 0.28
H -3.582 -1.972 -1.843 0.30
H 1.174 -3.656 -1.034 0.32
H 0.721 3.478 -1.341 0.43
H 1.211 1.232 0.294 0.42
H 1.455 -0.862 -3.844 0.28
H -1.781 -3.526 -1.166 0.33
H 1.586 4.041 -2.448 0.25
H 2.189 -0.899 0.594 0.33
H 2.296 1.368 4.353 0.30

***

(5)
18
Properties=species:S:1:pos:R:3:mulliken_charge:R:1 method="wB97M-V/def2-TZVPD" e_above_lowest_kcal_mol=9.6 e_tot_ev=-20723.5950 total_charge=+1 homo_lumo_gap_ha=0.3446 lumo_ev=-3.768 e_homo_ev=-13.144 smiles="[NH3+][C@H](CCS)C(=O)O" max_force_ev_per_a=2.04
S 0.016 -1.979 -2.144 -0.21
O 1.651 0.849 2.146 -0.45
O 0.300 2.410 1.321 -0.50
N -0.689 1.263 -0.648 -0.27
C 0.405 0.466 0.041 -0.07
C -0.761 -1.782 -0.477 -0.99
C 0.915 1.209 1.287 0.39
C 0.102 -1.007 0.456 -0.38
H -1.534 1.223 -0.068 0.34
H 1.167 0.479 -0.765 0.33
H 1.078 -2.892 -1.820 0.20
H -0.893 0.905 -1.586 0.36
H -1.790 -1.399 -0.563 0.41
H 1.106 -1.441 0.493 0.29
H 0.705 3.186 1.730 0.37
H -0.358 -0.930 1.471 0.42
H -0.970 -2.810 -0.131 0.39
H -0.448 2.251 -0.743 0.37

***

(6)
54
Properties=species:S:1:pos:R:3:lowdin_spin:R:1 method="wB97M-V/def2-TZVPD" multiplicity=5 e_tot_ev=-152532.9115 total_charge=+4 homo_lumo_gap_ha="0.1526 / 0.1529" lumo_ev="-15.895 / -15.889" e_homo_ev="-20.048 / -20.049" max_force_ev_per_a=9.67
Ho -0.879 -0.696 0.960 4.04
I -3.542 1.314 2.690 -0.01
I -4.436 2.920 0.726 0.00
Ga -0.720 1.450 -2.279 0.00
S -1.498 -0.751 -1.659 -0.01
S 0.319 1.325 -0.127 0.00
P 1.753 -1.504 0.820 0.00
O -0.404 -4.070 0.044 0.00
O 0.814 -1.174 2.307 -0.01
O -0.430 0.974 -5.400 0.00
O 2.073 2.086 -4.291 0.00
O 2.949 -0.404 0.973 0.00
O 2.467 -2.894 1.303 0.00
C -3.056 -2.598 -2.876 0.00
C 0.041 4.022 0.375 0.00
C -3.896 -0.205 -2.970 0.00
C 3.854 -0.284 2.079 0.00
C 0.880 2.839 0.838 0.00
C 1.235 -1.597 3.622 0.00
C -4.140 -1.532 -0.862 0.00
C 1.146 2.084 -3.573 0.00
C 2.359 2.996 0.506 0.00
C 0.648 2.551 2.315 0.00
C 3.604 -3.455 0.611 0.00
C -0.454 1.243 -4.246 0.00
C -0.578 -2.944 0.294 -0.01
C -3.292 -1.301 -2.103 0.00
H 3.365 -4.485 0.325 0.00
H 1.084 -2.676 3.716 0.00
H 0.209 4.238 -0.687 0.00
H -0.426 2.422 2.517 0.00
H 3.426 0.308 2.895 0.00
H 4.177 -1.248 2.487 0.00
H 2.280 -1.323 3.810 0.00
H -5.128 -1.876 -1.210 0.00
H -2.572 -3.353 -2.243 0.00
H 0.584 -1.045 4.303 0.00
H 4.469 -3.467 1.286 0.00
H 2.791 3.752 1.175 0.00
H -4.271 -0.610 -0.276 0.00
H 4.723 0.257 1.688 0.00
H -3.212 0.050 -3.789 0.00
H -4.062 0.708 -2.381 0.00
H 2.482 3.309 -0.538 0.00
H 2.903 2.052 0.649 0.00
H -4.013 -3.000 -3.238 0.00
H -1.029 3.839 0.539 0.00
H 0.335 4.897 0.973 0.00
H 1.173 1.642 2.642 0.00
H 1.029 3.405 2.897 0.00
H -4.863 -0.554 -3.370 0.00
H -2.398 -2.411 -3.734 0.00
H 3.870 -2.904 -0.303 0.00
H -3.739 -2.320 -0.209 0.00